(P)
ORCA calculation (ωB97M-V with the def2-TZVPD basis set) on a cluster of 2 separate species, C9H14O in total.

Each line ends with the Mulliken charge.
Positions of all 24 atoms, in Å:
1 C 0.041 2.662 0.456  -0.598
2 C -0.547 3.076 -0.889  -0.914
3 H 0.131 3.387 1.271  0.382
4 H -0.526 1.854 0.914  0.112
5 H 1.073 2.384 0.229  0.181
6 H -0.429 2.409 -1.734  0.201
7 H -0.205 4.087 -1.146  0.334
8 H -1.646 3.135 -0.857  0.264
9 C -0.827 -2.719 2.027  -1.362
10 C 1.560 -1.400 -0.624  -0.426
11 C 1.123 -2.110 0.526  -0.814
12 C 0.786 -0.455 -1.304  0.530
13 C -0.186 -1.818 1.012  0.567
14 C -0.526 -0.222 -0.871  -0.823
15 C -0.907 -0.887 0.312  -0.342
16 O 1.380 0.432 -2.183  -0.520
17 H 2.558 -1.538 -1.040  0.227
18 H 1.702 -2.979 0.805  0.211
19 H 1.925 -0.010 -2.851  0.260
20 H -1.238 0.359 -1.440  0.498
21 H -1.136 -2.249 2.972  0.294
22 H -0.282 -3.646 2.151  0.363
23 H -1.969 -0.789 0.571  0.088
24 H -1.854 -2.965 1.694  0.288

Summary:
**Spin multiplicity**: 2
**Orbital gap (alpha / beta)**: 2.876 / 7.152 eV
**Charge**: -1


(Q)
ORCA calculation (ωB97M-V with the def2-TZVPD basis set) on a cluster of 2 separate species, C9H14O in total.

Each line ends with the Mulliken charge.
Positions of all 24 atoms, in Å:
1 C 1.092 1.498 2.514  -0.702
2 C -0.072 1.829 1.606  -0.861
3 H 0.738 1.432 3.538  0.230
4 H 1.695 0.694 2.081  0.141
5 H 1.857 2.289 2.491  0.334
6 H -0.163 2.925 1.524  0.378
7 H -1.034 1.428 1.940  0.269
8 H -0.087 1.509 0.565  0.166
9 C -1.104 -0.079 -3.211  -1.386
10 C -1.059 -1.592 0.277  -0.903
11 C -1.480 -1.191 -1.016  -0.619
12 C 0.313 -1.397 0.635  0.648
13 C -0.569 -0.537 -1.879  0.846
14 C 1.194 -0.890 -0.246  -0.518
15 C 0.731 -0.300 -1.471  -0.841
16 O 0.619 -1.872 1.898  -0.464
17 H -1.580 -2.170 1.029  0.348
18 H -2.484 -1.389 -1.375  0.279
19 H 1.568 -1.834 1.996  0.312
20 H 2.230 -0.646 0.002  0.190
21 H -0.493 0.740 -3.602  0.364
22 H -2.140 0.255 -3.142  0.313
23 H 1.311 0.211 -2.234  0.223
24 H -1.081 -0.912 -3.921  0.251

Summary:
**Spin multiplicity**: 2
**Orbital gap (alpha / beta)**: 3.060 / 7.181 eV
**Charge**: -1


Which of them is least stable? Easy: (P).


(P)
ORCA calculation (ωB97M-V with the def2-TZVPD basis set) on the ion C4H9NO with charge +1.

Each line ends with the Mulliken charge.
Positions of all 15 atoms, in Å:
1 C 0.410 -1.978 -0.278  -1.105
2 C -0.531 -0.892 0.171  0.650
3 N 0.255 0.389 0.221  0.194
4 C -0.239 1.348 1.401  -0.720
5 C 0.291 0.901 -1.109  -0.758
6 O -1.751 -0.700 0.238  -0.404
7 H -0.030 -2.397 -1.171  0.400
8 H 1.445 -2.018 -0.636  0.392
9 H 0.411 -2.722 0.578  0.316
10 H -1.254 1.873 1.257  0.341
11 H 0.433 2.227 1.614  0.337
12 H -0.136 0.682 2.282  0.334
13 H -0.758 1.186 -1.529  0.368
14 H 0.686 1.930 -1.137  0.361
15 H 0.768 0.171 -1.903  0.293

Summary:
**Spin multiplicity**: 2
**Orbital gap (alpha / beta)**: 11.797 / 7.970 eV
**Charge**: +1


(Q)
ORCA calculation (ωB97M-V with the def2-TZVPD basis set) on the ion C4H9NO with charge +1.

Each line ends with the Mulliken charge.
Positions of all 15 atoms, in Å:
1 C -1.099 -1.662 0.778  -1.106
2 C -1.149 -0.169 0.331  -0.475
3 N -0.107 0.136 -0.743  -0.092
4 C 1.136 0.528 -0.308  -0.317
5 C 1.501 1.975 -0.700  0.000
6 O 2.585 2.482 -0.735  -0.303
7 H -0.101 -2.118 0.844  0.368
8 H -1.683 -1.750 1.765  0.293
9 H -1.563 -2.235 0.073  0.452
10 H -2.163 -0.080 -0.192  0.312
11 H -1.126 0.688 1.023  0.461
12 H -0.137 -0.720 -1.314  0.345
13 H 1.985 -0.218 -0.595  0.398
14 H 1.327 0.574 0.764  0.324
15 H 0.594 2.569 -0.991  0.340

Summary:
**Spin multiplicity**: 2
**Orbital gap (alpha / beta)**: 11.499 / 6.103 eV
**Charge**: +1


Which of them is least stable? Easy: (P).


(P)
ORCA calculation (ωB97M-V with the def2-TZVPD basis set) on a structure of composition C23H21N3O5PPdS.

Each line ends with the Mulliken charge.
Positions of all 55 atoms, in Å:
1 Pd 0.973 -0.650 0.785  0.034
2 C 3.243 -0.308 4.912  -1.602
3 C 2.645 -0.509 3.551  0.736
4 N 1.893 0.347 2.983  0.352
5 O 1.644 1.500 3.722  -0.587
6 C 2.871 -1.783 2.836  0.225
7 C 3.805 -2.826 3.360  -1.682
8 N 2.200 -2.029 1.744  0.414
9 O 2.273 -3.166 1.173  -0.816
10 H 2.600 0.339 5.505  0.432
11 H 4.220 0.177 4.831  0.300
12 H 3.381 -1.258 5.422  0.376
13 H 0.864 1.839 3.251  0.442
14 H 4.639 -2.378 3.901  0.410
15 H 4.181 -3.399 2.513  0.424
16 H 3.308 -3.537 4.029  0.278
17 O -0.792 1.382 2.105  -0.668
18 S -1.539 0.153 2.336  1.592
19 O -2.264 0.098 3.577  -0.806
20 O -0.737 -1.071 2.062  -0.668
21 C -2.715 0.111 0.997  0.016
22 C -4.066 0.021 1.290  -0.545
23 C -4.998 0.025 0.263  -0.545
24 C -4.576 0.118 -1.054  -0.834
25 C -3.220 0.192 -1.341  0.071
26 C -2.269 0.189 -0.324  -0.349
27 P -0.477 0.228 -0.778  1.506
28 C -0.254 1.891 -1.479  0.630
29 C 0.913 2.163 -2.194  -0.379
30 C 1.133 3.434 -2.700  -0.765
31 C 0.204 4.444 -2.486  -0.451
32 C -0.945 4.183 -1.756  -0.711
33 C -1.174 2.909 -1.251  -0.376
34 C -0.443 -0.877 -2.233  0.690
35 C -0.692 -0.433 -3.529  -0.278
36 C -0.683 -1.325 -4.591  -0.814
37 C -0.422 -2.669 -4.362  -0.399
38 C -0.156 -3.115 -3.076  -0.743
39 C -0.157 -2.223 -2.013  -0.724
40 H -4.363 -0.042 2.328  0.550
41 H -6.054 -0.044 0.491  0.376
42 H -5.297 0.127 -1.862  0.409
43 H -2.902 0.245 -2.373  0.395
44 H 1.661 1.393 -2.332  0.305
45 H 2.043 3.636 -3.249  0.412
46 H 0.383 5.438 -2.877  0.373
47 H -1.665 4.970 -1.570  0.401
48 H -2.065 2.716 -0.670  0.356
49 H -0.881 0.618 -3.716  0.388
50 H -0.871 -0.968 -5.596  0.391
51 H -0.406 -3.366 -5.191  0.375
52 H 0.077 -4.156 -2.894  0.410
53 H 0.104 -2.567 -1.017  0.348
54 N 3.342 0.061 -1.080  -0.844
55 C 2.480 -0.248 -0.373  0.168

Summary:
**Orbital gap**: 6.935 eV
**Charge**: -1


(Q)
ORCA calculation (ωB97M-V with the def2-TZVPD basis set) on a structure of composition C23H21N3O5PPdS.

Each line ends with the Mulliken charge.
Positions of all 55 atoms, in Å:
1 Pd -0.426 -1.904 0.947  -0.372
2 C 3.685 -3.118 0.618  -1.238
3 C 2.771 -1.938 0.519  -0.315
4 N 2.305 -1.443 -0.561  0.107
5 O 2.700 -2.147 -1.710  -0.560
6 C 2.335 -1.264 1.758  0.976
7 C 3.306 -0.693 2.738  -1.291
8 N 1.066 -1.144 2.022  0.339
9 O 0.670 -0.526 3.057  -0.775
10 H 4.025 -3.447 -0.359  0.386
11 H 3.136 -3.928 1.105  0.267
12 H 4.548 -2.871 1.240  0.305
13 H 2.128 -1.762 -2.384  0.321
14 H 4.334 -0.855 2.414  0.401
15 H 3.154 -1.136 3.726  0.323
16 H 3.127 0.380 2.853  0.232
17 O -3.462 -3.347 1.776  -0.534
18 S -3.463 -2.582 0.554  0.490
19 O -3.430 -0.943 1.253  -0.607
20 O -2.119 -2.561 -0.132  -0.454
21 C -3.624 0.081 0.398  0.411
22 C -4.931 0.527 0.169  -0.348
23 C -5.175 1.604 -0.659  -0.550
24 C -4.118 2.261 -1.283  -0.763
25 C -2.827 1.815 -1.071  -0.119
26 C -2.558 0.726 -0.239  -0.265
27 P -0.836 0.174 -0.007  1.997
28 C -0.238 0.173 -1.739  0.983
29 C 0.357 1.270 -2.355  -0.188
30 C 0.791 1.189 -3.672  -0.800
31 C 0.625 0.013 -4.389  -0.407
32 C 0.018 -1.081 -3.785  -0.678
33 C -0.410 -1.005 -2.467  -0.764
34 C -0.015 1.594 0.774  0.455
35 C 1.380 1.644 0.785  -0.376
36 C 2.031 2.648 1.483  -0.826
37 C 1.302 3.600 2.183  -0.627
38 C -0.083 3.548 2.180  -0.670
39 C -0.741 2.547 1.479  -0.673
40 H -5.735 0.006 0.671  0.458
41 H -6.193 1.937 -0.821  0.366
42 H -4.301 3.108 -1.931  0.423
43 H -2.003 2.319 -1.564  0.361
44 H 0.499 2.190 -1.802  0.409
45 H 1.263 2.047 -4.134  0.400
46 H 0.968 -0.052 -5.414  0.380
47 H -0.115 -2.004 -4.336  0.396
48 H -0.867 -1.864 -1.991  0.375
49 H 1.947 0.883 0.263  0.513
50 H 3.114 2.677 1.492  0.421
51 H 1.814 4.377 2.738  0.365
52 H -0.657 4.281 2.734  0.395
53 H -1.823 2.502 1.492  0.376
54 N 0.589 -4.773 1.827  -0.799
55 C 0.164 -3.732 1.559  0.367

Summary:
**Orbital gap**: 7.549 eV
**Charge**: -1


Which of them is least stable? Easy: (Q).


(P)
ORCA calculation (ωB97M-V with the def2-TZVPD basis set) on a structure of composition C3H4NS.

Each line ends with the Mulliken charge.
Positions of all 9 atoms, in Å:
1 C -0.238 -0.467 1.437  -0.129
2 C -1.773 0.633 -1.222  0.011
3 C 1.382 -0.083 -0.253  -0.434
4 N 0.698 -0.134 0.798  0.014
5 S -2.084 0.131 0.189  0.080
6 H -0.504 -0.965 2.323  0.427
7 H -0.922 0.971 -1.792  0.364
8 H 1.370 -0.822 -1.028  0.382
9 H 2.071 0.736 -0.452  0.286

Summary:
**Orbital gap (alpha / beta)**: 8.192 / 8.191 eV
**Charge**: +1


(Q)
ORCA calculation (ωB97M-V with the def2-TZVPD basis set) on a structure of composition C3H4NS.

Each line ends with the Mulliken charge.
Positions of all 9 atoms, in Å:
1 C 1.003 1.213 0.195  -0.206
2 C -0.767 1.279 3.396  0.025
3 C -0.703 -0.395 0.574  -0.248
4 N 0.392 0.161 -0.261  0.003
5 S -0.449 0.912 1.979  0.184
6 H 2.012 1.566 -0.248  0.296
7 H -1.740 -0.431 0.240  0.316
8 H -0.684 -1.387 1.111  0.322
9 H 0.623 -0.214 -1.206  0.306

Summary:
**Orbital gap (alpha / beta)**: 8.099 / 8.100 eV
**Charge**: +1


Which of them is least stable? Easy: (Q).


(P)
ORCA calculation (ωB97M-V with the def2-TZVPD basis set) on a cluster of 10 separate species, BH24NO8 in total.

Each line ends with the Mulliken charge.
Positions of all 34 atoms, in Å:
1 N -1.309 -2.478 2.885  -0.314
2 H -0.496 -2.531 3.536  0.372
3 H -1.004 -2.471 1.959  0.196
4 H -1.759 -1.541 2.797  0.397
5 H -1.812 -3.053 3.188  0.288
6 B -0.031 0.584 0.513  1.496
7 H -0.772 0.935 1.402  -0.300
8 H 1.064 0.691 1.127  -0.295
9 H -0.193 -0.511 0.233  -0.690
10 H 0.016 1.440 -0.415  -0.618
11 O -0.107 1.605 -3.755  -0.614
12 H 0.400 2.141 -4.324  0.292
13 H -0.502 2.353 -3.188  0.307
14 O 1.378 -3.367 -1.236  -0.692
15 H 0.621 -2.890 -1.054  0.184
16 H 1.886 -2.560 -1.137  0.549
17 O 2.512 3.046 -1.872  -0.584
18 H 2.070 2.487 -1.370  0.267
19 H 2.918 2.536 -2.555  0.293
20 O -1.376 -2.986 -1.128  -0.725
21 H -1.284 -2.584 -2.105  0.376
22 H -1.806 -2.255 -0.797  0.327
23 O -1.440 3.769 0.231  -0.640
24 H -1.337 2.865 0.329  0.237
25 H -1.280 3.760 -0.710  0.300
26 O -2.851 -0.259 -0.835  -0.613
27 H -1.983 -0.187 -0.697  0.146
28 H -3.292 -0.329 -0.009  0.288
29 O 1.381 1.800 4.141  -0.663
30 H 2.118 1.137 4.522  0.323
31 H 1.493 1.549 3.201  0.309
32 O 2.653 -1.144 -0.777  -0.749
33 H 2.377 -0.801 -1.612  0.364
34 H 1.749 -0.751 -0.485  0.183

Summary:
**Orbital gap**: 7.820 eV


(Q)
ORCA calculation (ωB97M-V with the def2-TZVPD basis set) on a cluster of 10 separate species, BH24NO8 in total.

Each line ends with the Mulliken charge.
Positions of all 34 atoms, in Å:
1 N 1.316 3.651 1.355  -0.347
2 H 2.156 3.459 0.923  0.335
3 H 0.535 3.217 0.865  0.210
4 H 1.270 4.653 1.230  0.380
5 H 1.544 3.278 2.270  0.368
6 B 0.213 -0.634 0.388  1.344
7 H 0.347 0.650 0.255  -0.495
8 H 0.651 -0.818 1.581  -0.197
9 H -1.001 -0.846 0.365  -0.546
10 H 0.815 -1.066 -0.488  -0.545
11 O 4.112 -2.129 0.004  -0.611
12 H 3.299 -1.869 -0.339  0.299
13 H 4.470 -2.502 -0.792  0.308
14 O -1.645 1.307 -2.088  -0.663
15 H -1.066 0.813 -1.538  0.258
16 H -1.382 0.966 -2.839  0.274
17 O -0.508 1.643 2.830  -0.646
18 H -1.371 1.264 3.258  0.320
19 H -0.582 1.054 2.047  0.150
20 O -3.740 -2.231 0.735  -0.582
21 H -4.654 -2.445 0.708  0.289
22 H -3.508 -1.405 0.478  0.254
23 O -1.290 -2.789 -2.702  -0.620
24 H -0.765 -2.408 -2.061  0.312
25 H -0.815 -3.115 -3.394  0.282
26 O 0.162 -4.007 1.178  -0.572
27 H -0.046 -3.038 0.882  0.253
28 H -0.502 -4.393 0.941  0.219
29 O 2.626 0.532 -2.202  -0.662
30 H 3.299 1.168 -1.766  0.296
31 H 1.897 0.170 -1.815  0.289
32 O -1.887 3.006 0.028  -0.645
33 H -1.668 2.602 -0.777  0.419
34 H -2.267 2.252 0.493  0.272

Summary:
**Orbital gap**: 8.047 eV


Which of them is least stable? Easy: (P).